Computed, not measured: C16H15NO4S in the gas phase, with ωB97M-V/def2-TZVPD.

Its energy is -37349.61107 eV. As for the SMILES: N#Cc1ccccc1OC[C@@H](O)CS(=O)(=O)c1ccccc1. The HOMO-LUMO gap comes out at 9.40 eV. For the HOMO energy, the calculation gives -9.06 eV. The calculation puts the LUMO energy at 0.33 eV.

ORCA input file:
```
! wB97M-V def2-TZVPD RIJCOSX def2/J DEFGRID3
* xyz 0 1
N 4.004 1.497 -0.671
C 3.598 0.762 -1.452
C 3.091 -0.102 -2.448
C 3.544 0.015 -3.760
C 3.023 -0.798 -4.747
C 2.042 -1.721 -4.423
C 1.582 -1.850 -3.123
C 2.107 -1.053 -2.111
O 1.778 -1.109 -0.798
C 0.687 -1.893 -0.372
H 0.692 -2.888 -0.829
C -0.650 -1.183 -0.684
O -1.740 -2.052 -0.615
H -1.925 -2.235 0.324
C -0.803 0.035 0.230
H 0.063 0.686 0.159
H -1.720 0.576 0.007
S -0.934 -0.477 1.987
O 0.377 -0.620 2.552
O -1.801 -1.635 2.045
C -1.760 0.913 2.762
C -0.994 1.950 3.257
C -1.629 3.041 3.828
C -3.014 3.078 3.892
C -3.770 2.028 3.393
C -3.140 0.936 2.820
H -3.696 0.095 2.435
H -4.847 2.060 3.452
H -3.507 3.928 4.338
H -1.046 3.859 4.223
H 0.081 1.879 3.204
H -0.618 -0.836 -1.729
H 0.814 -1.999 0.707
H 0.812 -2.574 -2.910
H 1.623 -2.353 -5.191
H 3.374 -0.710 -5.763
H 4.302 0.750 -3.988
*
```



Computed, not measured: C16H15NO6 in the gas phase, with ωB97M-V/def2-TZVPD.

Its energy is -30610.85919 eV. As for the SMILES: COC(=O)c1cccc(COC(=O)CNC(=O)c2ccco2)c1. The HOMO-LUMO gap comes out at 9.45 eV. For the HOMO energy, the calculation gives -9.05 eV. The calculation puts the LUMO energy at 0.40 eV.

ORCA input file:
```
! wB97M-V def2-TZVPD RIJCOSX def2/J DEFGRID3
* xyz 0 1
C -6.445 -2.336 -0.805
H -7.411 -1.892 -0.557
H -6.333 -3.305 -0.325
H -6.375 -2.435 -1.890
O -5.388 -1.525 -0.315
C -5.347 -0.271 -0.790
O -6.148 0.160 -1.582
C -4.216 0.513 -0.234
C -3.315 -0.038 0.670
C -2.272 0.729 1.168
C -2.126 2.046 0.749
C -3.024 2.597 -0.151
C -4.068 1.837 -0.642
H -4.780 2.244 -1.344
H -2.905 3.622 -0.469
H -1.302 2.635 1.122
C -1.274 0.110 2.112
H -1.762 -0.563 2.819
H -0.714 0.884 2.645
O -0.348 -0.722 1.393
C 0.690 -0.121 0.825
O 0.931 1.057 0.889
C 1.549 -1.113 0.061
N 2.761 -0.480 -0.387
C 3.976 -1.030 -0.099
O 4.093 -2.150 0.355
C 5.121 -0.165 -0.435
C 5.208 1.134 -0.880
C 6.583 1.415 -1.009
C 7.231 0.273 -0.634
O 6.361 -0.675 -0.289
H 8.274 0.031 -0.577
H 7.027 2.333 -1.333
H 4.404 1.810 -1.087
H 2.688 0.510 -0.569
H 1.816 -1.963 0.696
H 0.963 -1.491 -0.786
H -3.430 -1.065 0.981
*
```



Copy entry 1 word for word.
Computed, not measured: C16H15NO4S in the gas phase, with ωB97M-V/def2-TZVPD.

Its energy is -37349.61107 eV. As for the SMILES: N#Cc1ccccc1OC[C@@H](O)CS(=O)(=O)c1ccccc1. The HOMO-LUMO gap comes out at 9.40 eV. For the HOMO energy, the calculation gives -9.06 eV. The calculation puts the LUMO energy at 0.33 eV.

ORCA input file:
```
! wB97M-V def2-TZVPD RIJCOSX def2/J DEFGRID3
* xyz 0 1
N 4.004 1.497 -0.671
C 3.598 0.762 -1.452
C 3.091 -0.102 -2.448
C 3.544 0.015 -3.760
C 3.023 -0.798 -4.747
C 2.042 -1.721 -4.423
C 1.582 -1.850 -3.123
C 2.107 -1.053 -2.111
O 1.778 -1.109 -0.798
C 0.687 -1.893 -0.372
H 0.692 -2.888 -0.829
C -0.650 -1.183 -0.684
O -1.740 -2.052 -0.615
H -1.925 -2.235 0.324
C -0.803 0.035 0.230
H 0.063 0.686 0.159
H -1.720 0.576 0.007
S -0.934 -0.477 1.987
O 0.377 -0.620 2.552
O -1.801 -1.635 2.045
C -1.760 0.913 2.762
C -0.994 1.950 3.257
C -1.629 3.041 3.828
C -3.014 3.078 3.892
C -3.770 2.028 3.393
C -3.140 0.936 2.820
H -3.696 0.095 2.435
H -4.847 2.060 3.452
H -3.507 3.928 4.338
H -1.046 3.859 4.223
H 0.081 1.879 3.204
H -0.618 -0.836 -1.729
H 0.814 -1.999 0.707
H 0.812 -2.574 -2.910
H 1.623 -2.353 -5.191
H 3.374 -0.710 -5.763
H 4.302 0.750 -3.988
*
```